DFT (the ωB97M-V functional and the def2-TZVPD basis) results for 11 unconnected molecules or ions with the total composition C44H79N11O4.

```
138
Properties=species:S:1:pos:R:3:forces:R:3
N -2.462 -1.759 5.277 0.1 1.1 -0.8
C -2.787 -2.440 4.145 1.4 -2.6 0.3
C -3.336 -1.661 3.212 -1.4 0.5 -0.5
C -3.506 -0.408 3.816 1.4 1.8 1.7
C -2.810 -0.424 5.046 -1.0 -1.1 -0.6
H -1.870 -2.123 6.010 -0.3 0.2 -0.2
H -2.521 -3.475 3.983 0.0 0.0 0.4
H -3.676 -1.997 2.244 -0.1 0.0 0.1
H -4.014 0.471 3.447 0.1 0.0 -0.3
H -2.561 0.317 5.791 -0.4 0.1 -0.1
N -1.102 -1.291 -7.753 -0.5 -0.3 0.5
C -0.578 -0.403 -6.868 0.3 0.9 -0.1
C -1.346 -0.433 -5.725 1.8 1.3 0.4
C -2.323 -1.400 -5.884 -1.1 -0.6 0.8
C -2.160 -1.883 -7.119 -0.3 -1.6 -2.6
H -0.801 -1.536 -8.686 0.1 0.3 0.4
H 0.221 0.265 -7.154 0.0 -0.2 0.1
H -1.126 0.208 -4.883 -0.2 -0.1 0.1
H -3.074 -1.780 -5.207 0.1 0.3 0.1
H -2.710 -2.619 -7.687 -0.1 -0.1 0.3
N 1.298 -4.607 2.132 -1.1 -0.4 1.0
C 0.624 -3.859 3.111 1.9 -0.5 -0.6
C -0.087 -4.726 3.896 -0.3 -1.0 -0.9
C 0.012 -6.014 3.251 -0.2 0.0 0.3
C 0.875 -5.918 2.195 0.1 0.8 0.2
H 1.935 -4.237 1.441 -0.6 0.2 -0.2
H 0.915 -2.820 3.160 -0.4 0.1 0.4
H -0.657 -4.579 4.802 0.0 0.4 -0.2
H -0.561 -6.900 3.480 0.2 0.0 0.3
H 1.179 -6.672 1.484 0.1 0.2 0.0
N -1.327 -3.022 -0.865 -1.2 -2.0 1.0
C -2.325 -2.950 -1.807 -0.3 -0.7 0.6
C -3.376 -3.741 -1.326 0.0 0.9 -2.8
C -3.024 -4.344 -0.145 0.5 0.3 1.4
C -1.759 -3.905 0.148 1.3 1.2 -0.3
H -0.424 -2.570 -0.865 -0.4 0.0 -0.2
H -2.174 -2.441 -2.747 -0.2 0.1 0.2
H -4.259 -4.000 -1.890 -0.1 0.4 0.0
H -3.737 -4.862 0.481 0.4 -0.4 0.1
H -1.067 -4.038 0.966 -0.3 -0.2 0.2
N 3.860 2.423 -3.641 0.8 0.2 -0.3
C 3.145 2.278 -2.478 0.2 2.6 -0.9
C 3.019 3.617 -2.022 -1.4 -3.2 3.0
C 3.757 4.470 -2.773 1.2 1.0 -1.6
C 4.271 3.737 -3.812 -0.2 -0.5 -0.1
H 4.092 1.647 -4.244 0.0 0.2 -0.1
H 2.828 1.303 -2.140 -0.1 0.3 0.1
H 2.521 3.828 -1.088 -0.1 0.2 0.0
H 3.992 5.513 -2.626 -0.4 0.0 0.1
H 4.837 4.150 -4.634 0.0 -0.7 -0.1
N 2.182 -1.011 6.940 0.2 0.7 -0.1
C 3.369 -0.280 6.853 -1.2 0.1 -0.1
C 3.205 0.672 5.848 0.2 -1.7 0.2
C 1.945 0.396 5.241 -0.3 0.3 0.6
C 1.286 -0.556 6.005 1.0 0.1 -1.1
H 1.951 -1.724 7.618 0.3 0.2 -0.1
H 4.174 -0.501 7.538 0.0 0.2 -0.1
H 3.977 1.335 5.487 -0.1 0.0 0.1
H 1.572 0.854 4.336 -0.2 0.1 0.2
H 0.338 -1.030 5.798 0.1 0.0 0.2
N 5.068 0.601 -6.518 2.2 -1.3 1.0
C 4.277 1.363 -7.266 -0.9 1.6 0.2
C 2.982 1.029 -6.921 -0.3 1.6 -1.7
C 3.047 -0.049 -6.066 -2.1 -0.6 1.7
C 4.330 -0.281 -5.791 1.9 -0.7 0.7
H 6.050 0.730 -6.320 -0.1 0.0 -0.6
H 4.697 2.229 -7.756 -0.3 -0.2 -0.3
H 2.130 1.640 -7.182 -0.1 -0.4 -0.2
H 2.271 -0.495 -5.462 -0.3 -0.1 -0.5
H 4.779 -0.976 -5.098 0.1 0.0 -0.2
C -1.111 2.245 3.772 -1.9 -0.8 -0.4
C -0.760 3.605 3.203 -0.3 1.1 2.2
C -1.771 4.716 3.572 0.2 -0.6 -0.9
O -2.963 4.306 2.938 0.1 0.5 0.4
C -4.131 5.035 3.240 -0.8 -1.7 -0.5
N 0.497 3.948 3.851 1.1 0.7 -1.3
H -0.899 2.101 4.832 0.6 0.5 0.1
H -0.650 1.414 3.237 0.1 0.1 0.0
H -2.183 2.051 3.784 -0.2 0.0 -0.6
H -0.685 3.697 2.120 0.2 -0.6 -0.1
H -1.424 5.675 3.187 0.1 0.1 -0.4
H -1.853 4.896 4.644 -0.4 -0.5 0.4
H -4.221 5.996 2.735 0.3 0.3 0.5
H -4.394 4.957 4.295 0.5 0.9 0.4
H -4.901 4.382 2.829 -0.3 0.2 -0.4
H 1.033 3.098 3.751 0.6 0.2 0.6
H 0.376 4.178 4.827 -0.1 -0.3 0.1
C -0.095 -0.434 1.405 2.6 -0.6 1.3
C -0.817 0.390 0.463 -2.7 0.6 -1.9
C -0.105 0.524 -0.941 0.1 -0.5 1.9
O -0.004 -0.760 -1.537 0.2 0.4 -0.8
C 0.757 -0.690 -2.749 0.1 -1.5 0.2
N -2.208 -0.133 0.330 0.8 0.2 -1.1
H 0.259 -1.385 1.008 -0.3 -0.2 0.0
H -0.607 -0.601 2.353 -0.2 -0.1 -0.1
H 0.808 0.130 1.638 0.5 -0.1 0.4
H -0.996 1.365 0.917 0.6 0.5 -0.3
H 0.919 0.807 -0.695 0.2 0.6 -0.1
H -0.557 1.203 -1.664 -0.2 0.2 0.3
H 1.774 -1.043 -2.574 0.5 0.5 0.4
H 0.785 0.279 -3.246 -0.3 0.0 0.1
H 0.388 -1.484 -3.398 -0.5 0.4 -0.3
H -2.502 -0.493 1.227 0.0 -0.1 0.1
H -2.124 -0.921 -0.295 -0.5 -0.4 -0.1
C -5.797 3.298 -0.307 0.6 0.8 -0.5
C -4.623 2.331 -0.419 -2.1 -0.1 -3.0
C -3.391 2.798 -1.233 -0.9 -0.4 -0.7
O -3.671 2.958 -2.635 0.1 0.1 0.5
C -2.494 2.914 -3.411 -0.2 0.2 -0.1
N -4.247 1.894 0.831 1.1 0.5 2.5
H -6.674 2.849 0.159 0.2 -0.1 -0.1
H -6.041 3.687 -1.296 -0.2 -0.1 0.0
H -5.505 4.167 0.283 0.0 0.2 0.2
H -5.093 1.458 -0.872 0.4 -0.2 -0.9
H -2.636 2.020 -1.115 0.1 -0.2 0.0
H -2.980 3.720 -0.821 0.0 0.4 0.1
H -2.687 3.355 -4.389 -0.2 0.1 0.1
H -2.154 1.895 -3.593 0.0 -0.3 0.2
H -1.684 3.472 -2.942 0.2 0.1 0.1
H -3.919 2.767 1.219 0.4 0.1 1.3
H -3.415 1.350 0.654 0.2 -0.7 0.5
C 4.239 -4.221 0.074 1.3 -0.4 0.6
C 3.527 -2.900 0.276 1.3 0.5 -1.6
C 4.202 -1.672 -0.463 0.3 -0.5 0.5
O 3.551 -0.420 -0.355 -0.5 0.3 0.9
C 3.931 0.320 0.817 -0.5 -0.2 0.1
N 2.202 -3.165 -0.200 -1.0 0.8 0.2
H 5.261 -4.294 0.447 0.0 0.4 0.6
H 4.421 -4.587 -0.937 -0.9 0.3 -0.4
H 3.632 -4.918 0.651 0.3 -0.5 -0.3
H 3.495 -2.734 1.353 0.0 0.4 0.1
H 4.289 -1.828 -1.539 -0.3 -0.5 -0.1
H 5.232 -1.576 -0.120 0.2 0.0 0.3
H 3.355 1.233 0.967 0.0 0.3 -1.1
H 4.994 0.554 0.763 0.0 0.0 0.3
H 3.626 -0.164 1.746 0.6 -0.8 0.1
H 2.185 -3.682 -1.068 0.1 0.1 -0.2
H 1.756 -2.267 -0.315 -0.6 0.1 -0.3
```
Positions in Å, forces in eV/Å.

The HOMO energy comes out at -7.68 eV. As for the total energy: -71483.8347 eV. Its LUMO energy is 0.32 eV. For the energy above the lowest of the compared OMol25 structures with the same formula, charge and spin, the calculation gives 1.6171 eV.


DFT (the ωB97M-V functional and the def2-TZVPD basis) results for 2 unconnected molecules or ions with the total composition C5H14.

```
19
Properties=species:S:1:pos:R:3:forces:R:3
C 0.175 -2.465 -0.606 1.1 -0.8 -1.8
C -0.664 -2.563 0.640 -4.2 -1.1 -1.9
H 0.897 -1.636 -0.563 -0.2 -0.3 -0.1
H 0.722 -3.426 -0.868 -0.2 1.1 1.0
H -0.369 -2.390 -1.601 0.0 0.5 1.5
H -1.045 -3.609 0.784 0.1 0.7 -0.5
H -1.620 -1.917 0.585 1.3 -0.9 -0.3
H -0.365 -2.367 1.597 2.1 1.0 2.1
C 0.736 1.837 -0.237 -1.2 -1.3 1.8
C -0.424 1.185 -1.025 4.0 -1.1 -0.9
C 0.252 2.259 1.256 3.3 -1.6 -1.7
H 1.518 1.046 -0.263 -0.3 0.4 0.8
H 1.233 2.640 -0.729 -0.1 1.0 -0.5
H -0.794 0.306 -0.449 0.6 0.2 -1.1
H -0.150 1.319 1.705 0.7 0.8 0.2
H 0.075 1.090 -2.086 -1.4 -1.0 1.8
H -1.215 1.794 -1.169 -2.7 2.3 -0.3
H 1.223 2.710 1.728 -2.3 -0.8 -0.2
H -0.563 2.926 1.164 -0.6 1.1 0.1
```
Positions in Å, forces in eV/Å.

The HOMO energy comes out at -10.79 eV. As for the total energy: -5410.5569 eV. Its LUMO energy is 1.10 eV. For the energy above the lowest of the compared OMol25 structures with the same formula, charge and spin, the calculation gives 1.4927 eV.


DFT (the ωB97M-V functional and the def2-TZVPD basis) results for a molecular structure, C3H8O3.

```
14
Properties=species:S:1:pos:R:3:forces:R:3
O 0.785 -0.264 2.163 -1.2 0.8 -1.2
C -0.437 0.212 1.051 0.6 0.0 1.3
C -0.239 -0.622 -0.221 0.5 0.0 0.7
O 1.156 -0.700 -0.114 0.9 -1.0 0.3
C -0.648 0.078 -1.564 0.0 -0.2 0.5
O 0.125 1.238 -1.726 0.3 0.0 0.1
H 1.398 0.457 2.422 -0.8 -0.2 -0.4
H -1.227 -0.026 1.737 -0.7 0.3 -0.1
H -0.263 1.260 0.800 -0.1 -0.2 0.5
H -0.766 -1.598 -0.204 0.3 0.2 0.3
H 1.297 -0.707 1.096 -0.2 0.0 -2.7
H -0.471 -0.633 -2.397 0.0 0.1 0.5
H -1.710 0.364 -1.625 0.3 -0.1 0.3
H 0.998 0.941 -1.417 0.1 0.3 -0.1
```
Positions in Å, forces in eV/Å.

The HOMO energy comes out at -9.68 eV. As for the total energy: -9380.6385 eV. Its LUMO energy is 0.51 eV. For the energy above the lowest of the compared OMol25 structures with the same formula, charge and spin, the calculation gives 3.1634 eV.


DFT (the ωB97M-V functional and the def2-TZVPD basis) results for a molecular structure, C3H14B2NO4Tl.

```
25
Properties=species:S:1:pos:R:3:forces:R:3
Tl -0.688 0.979 -0.107 0.8 1.1 0.7
B 0.192 -0.151 2.500 -0.4 -0.3 0.3
H 0.822 -0.749 3.302 0.9 -1.0 -0.3
H -0.314 0.884 2.796 -0.5 0.8 -0.4
H 0.906 0.059 1.549 1.0 1.2 -0.6
H -0.741 -0.886 2.372 -1.1 -0.1 0.4
B -2.573 1.646 1.980 1.1 -1.2 -1.1
H -3.423 2.006 2.719 -0.5 0.9 0.2
H -2.394 0.486 2.003 -0.3 -0.7 0.1
H -2.775 1.942 0.832 -0.9 0.3 -1.1
H -1.550 2.133 2.405 0.8 0.4 0.7
C 2.118 2.445 -3.397 0.2 0.5 -0.1
C 1.129 2.355 -2.246 -1.1 -1.8 0.4
O -0.075 2.127 -2.565 -0.6 -0.4 0.2
O 1.509 2.301 -1.059 0.4 0.0 0.5
H 1.621 2.384 -4.361 -0.2 0.4 0.1
H 2.822 1.614 -3.405 0.0 0.0 0.6
H 2.669 3.374 -3.260 0.1 0.0 -0.3
C 0.143 -3.982 -0.788 0.9 -0.8 0.0
N 0.058 -3.036 0.341 -1.2 1.2 0.0
O -0.362 -3.397 1.412 0.5 -0.5 -0.2
O 0.289 -1.854 0.076 0.4 -0.6 -0.1
H 0.307 -3.405 -1.689 -0.4 0.0 -0.1
H -0.709 -4.654 -0.765 -0.2 0.3 -0.1
H 1.017 -4.619 -0.646 0.1 0.2 0.2
```
Positions in Å, forces in eV/Å.

The HOMO energy comes out at -9.48 eV. As for the total energy: -19052.8739 eV. Its LUMO energy is -4.94 eV. For the energy above the lowest of the compared OMol25 structures with the same formula, charge and spin, the calculation gives 0.0418 eV.